Entry 1:
ORCA calculation (ωB97M-V with the def2-TZVPD basis set) on the molecule C7H9BrN2O3.

The geometry in ORCA input format:
```
! RIJCOSX wB97M-V def2-TZVPD def2/J DEFGRID3
* xyz 0 1
C 0.89 1.39 -1.41
C -0.45 -0.69 0.08
C 0.83 -0.93 -0.24
C 1.79 0.45 -0.76
C -1.00 0.71 -0.05
C -1.40 -1.70 0.62
C -0.96 1.45 1.29
N -0.36 1.53 -1.10
N 1.51 -2.17 -0.27
O -1.13 2.33 -1.67
O 0.96 -3.13 0.22
O 2.59 -2.20 -0.82
Br 2.67 1.16 0.88
H 1.28 2.04 -2.18
H 2.60 0.08 -1.39
H -2.05 0.65 -0.36
H -1.19 -2.69 0.21
H -2.42 -1.41 0.42
H -1.26 -1.77 1.69
H 0.05 1.62 1.63
H -1.49 0.87 2.04
H -1.46 2.41 1.18
*
```

molar mass = 249.06 g/mol
lowest unoccupied orbital energy = -0.763 eV
orbital gap = 8.38 eV
SMILES string = CC1=C([N+](=O)[O-])[C@H](Br)C=[N+]([O-])[C@@H]1C
energy relative to the best compared isomer or geometry (same formula, charge and spin) = 0.00 kJ/mol

Atom charges from the Löwdin analysis, given in e for atoms 1 to 8: -0.106 -0.159 -0.068 -0.495 -0.231 -0.014 -0.008 -0.240

=====

Entry 2:
ORCA calculation (ωB97M-V with the def2-TZVPD basis set) on the molecule C7H9BrO2S.

The geometry in ORCA input format:
```
! RIJCOSX wB97M-V def2-TZVPD def2/J DEFGRID3
* xyz 0 1
C 2.57 -2.05 0.79
C 2.92 -1.58 -0.50
C -2.16 0.75 -0.42
C 1.41 -1.85 1.46
C 1.02 0.22 -0.71
C -3.16 1.43 0.49
C -1.11 1.56 -1.13
O -2.21 -0.47 -0.53
O 0.09 0.83 -1.55
S 2.18 -0.54 -1.60
Br 1.54 1.46 0.72
H 3.27 -2.86 1.17
H 3.91 -2.02 -1.02
H 1.21 -2.59 2.19
H 0.65 -1.27 0.96
H -2.50 1.40 1.42
H -3.27 2.42 0.14
H -4.04 0.88 0.65
H -0.82 2.35 -0.48
H -1.50 1.91 -2.04
*
```

molar mass = 237.12 g/mol
lowest unoccupied orbital energy (alpha / beta) = -0.506 / -0.492 eV
orbital gap (alpha / beta) = 7.25 / 6.89 eV
energy relative to the best compared isomer or geometry (same formula, charge and spin) = 251.93 kJ/mol

Atom charges from the Löwdin analysis, given in e for atoms 1 to 8: -0.272 -0.476 -0.413 -0.012 -1.011 0.009 -0.117 0.078

=====

Entry 3:
ORCA calculation (ωB97M-V with the def2-TZVPD basis set) on C7H9Cl as an isolated structure.

The geometry in ORCA input format:
```
! RIJCOSX wB97M-V def2-TZVPD def2/J DEFGRID3
* xyz 0 1
C -1.93 0.07 -1.32
C -0.72 -0.18 -0.50
C 0.02 -1.29 -0.30
C 1.15 -0.81 0.61
C 0.34 0.08 1.62
C 0.04 0.87 0.32
C 1.48 0.51 -0.15
H -2.73 0.44 -0.67
H -1.73 0.82 -2.09
H -2.29 -0.84 -1.81
H -0.13 -2.27 -0.74
H 1.91 -1.50 0.92
H 0.96 0.63 2.34
H -0.50 -0.40 2.12
H -0.33 1.89 0.33
H 1.65 0.46 -1.22
Cl 2.80 1.51 0.55
*
```

molar mass = 128.60 g/mol
lowest unoccupied orbital energy = 0.965 eV
orbital gap = 9.86 eV
energy relative to the best compared isomer or geometry (same formula, charge and spin) = 89.97 kJ/mol

Atom charges from the Löwdin analysis, given in e for atoms 1 to 8: -0.044 -0.271 -0.012 -0.251 -0.103 -0.236 -0.591 0.085

=====

Entry 4:
ORCA calculation (ωB97M-V with the def2-TZVPD basis set) on the molecule C7H9Cl.

The geometry in ORCA input format:
```
! RIJCOSX wB97M-V def2-TZVPD def2/J DEFGRID3
* xyz 0 1
C -0.69 -0.59 -2.27
C -0.03 -0.47 -0.79
C 0.40 0.84 -0.63
C 1.04 1.08 0.71
C -0.05 0.55 1.65
C -0.29 -0.94 1.57
C -0.28 -1.44 0.37
H -0.33 -1.45 -2.65
H -1.86 -0.63 -2.37
H -0.40 0.49 -2.69
H 0.17 1.71 -1.50
H 1.09 2.29 0.68
H 0.35 1.01 2.68
H -1.13 1.04 1.86
H -0.38 -1.51 2.44
H -0.38 -2.41 -0.01
Cl 2.79 0.43 0.96
*
```

molar mass = 128.60 g/mol
lowest unoccupied orbital energy = 0.599 eV
orbital gap = 9.35 eV
SMILES string = CC1=C[C@H](Cl)CC=C1
energy relative to the best compared isomer or geometry (same formula, charge and spin) = 334.51 kJ/mol

Atom charges from the Löwdin analysis, given in e for atoms 1 to 8: -0.050 -0.211 -0.144 -0.661 -0.245 -0.110 -0.060 -0.002

=====

Entry 5:
ORCA calculation (ωB97M-V with the def2-TZVPD basis set) on the molecule C7H9ClF3N3.

The geometry in ORCA input format:
```
! RIJCOSX wB97M-V def2-TZVPD def2/J DEFGRID3
* xyz 0 1
C -1.07 -0.67 1.99
C -2.36 -0.52 -0.05
C -2.46 -0.32 1.47
C -0.04 -1.06 -0.09
C 1.86 0.67 0.09
C 0.72 0.53 -1.91
C 0.18 -2.60 -0.24
N -0.01 -0.90 1.37
N -1.28 -0.78 -0.71
N 1.13 -0.28 -0.80
F -0.90 -3.19 0.29
F 0.42 -3.02 -1.45
F 1.27 -2.89 0.53
Cl -3.73 -0.11 -1.00
H -0.99 -0.74 3.06
H -3.31 -0.95 1.87
H -2.74 0.78 1.54
H 2.54 1.17 -0.56
H 1.11 1.20 0.72
H 2.45 0.13 0.86
H 0.52 -0.11 -2.73
H -0.21 1.12 -1.48
H 1.57 1.17 -1.96
*
```

molar mass = 227.62 g/mol
lowest unoccupied orbital energy = 0.549 eV
orbital gap = 9.40 eV
SMILES string = CN(C)[C@@]1(C(F)(F)F)N=CCC(Cl)=N1
energy relative to the best compared isomer or geometry (same formula, charge and spin) = 21.24 kJ/mol

Atom charges from the Löwdin analysis, given in e for atoms 1 to 8: -0.125 -0.715 -0.117 -0.378 -0.094 -0.109 -0.575 0.132

=====

Entry 6:
ORCA calculation (ωB97M-V with the def2-TZVPD basis set) on C7H9ClN2O6Pd as an isolated structure.

The geometry in ORCA input format:
```
! RIJCOSX wB97M-V def2-TZVPD def2/J DEFGRID3
* xyz -2 1
Pd 0.63 1.11 -1.35
O -2.29 -1.74 3.38
Cl -1.33 -2.22 2.41
O -0.27 -2.93 3.10
O -0.76 -1.08 1.71
O -1.98 -3.11 1.48
C 2.86 3.07 -2.42
O 2.62 2.13 -3.42
C 1.64 1.06 -3.13
O 1.54 0.33 -4.09
H 3.93 3.30 -2.40
H 2.55 2.69 -1.44
H 2.31 4.01 -2.60
N 1.26 0.89 1.83
C 0.52 2.00 1.60
C 0.46 3.06 2.53
C -0.25 4.19 2.22
C -0.91 4.27 1.00
C -0.82 3.18 0.15
N -0.12 2.07 0.42
H 1.40 0.64 2.80
H 1.06 0.11 1.22
H 1.00 2.96 3.47
H -0.30 5.01 2.93
H -1.49 5.14 0.72
H -1.31 3.18 -0.82
*
```

molar mass = 359.03 g/mol
lowest unoccupied orbital energy = 5.053 eV
orbital gap = 4.86 eV
energy relative to the best compared isomer or geometry (same formula, charge and spin) = 83.67 kJ/mol

Atom charges from the Löwdin analysis, given in e for atoms 1 to 8: 0.274 -0.406 0.627 -0.406 -0.399 -0.388 -0.241 -0.243

=====

Entry 7:
ORCA calculation (ωB97M-V with the def2-TZVPD basis set) on the molecule C7H9FN2.

The geometry in ORCA input format:
```
! RIJCOSX wB97M-V def2-TZVPD def2/J DEFGRID3
* xyz 0 1
C 0.68 1.08 -1.02
C 0.10 1.09 -2.25
C 1.40 1.93 -1.86
C -0.55 0.11 0.95
C -0.64 -2.27 1.56
C 0.63 0.74 0.43
C -0.60 -1.33 0.34
N 2.31 2.71 -2.20
N -1.48 0.81 1.54
F -0.76 0.61 -3.07
H -1.20 -1.67 2.22
H -1.11 -3.26 1.30
H 0.31 -2.55 2.06
H 1.46 0.20 0.86
H 0.70 1.72 0.81
H -1.63 -1.35 -0.14
H 0.26 -1.65 -0.29
H 2.46 2.88 -3.23
H -2.33 0.22 1.98
*
```

molar mass = 140.16 g/mol
lowest unoccupied orbital energy = 0.568 eV
orbital gap = 9.50 eV
SMILES string = [H]/N=c1\c(F)c1C/C(CC)=N/[H]
energy relative to the best compared isomer or geometry (same formula, charge and spin) = 433.51 kJ/mol

Atom charges from the Löwdin analysis, given in e for atoms 1 to 8: -0.071 -0.068 -0.267 -0.419 -0.118 -0.136 -0.181 0.085

=====

Entry 8:
ORCA calculation (ωB97M-V with the def2-TZVPD basis set) on C7H9FNPtTe4 as an isolated structure.

The geometry in ORCA input format:
```
! RIJCOSX wB97M-V def2-TZVPD def2/J DEFGRID3
* xyz 1 5
Pt -0.91 1.94 2.08
Te -2.20 0.39 3.74
Te 0.11 -0.56 4.69
Te 1.83 1.56 4.85
Te 0.93 3.46 3.21
N -1.26 3.28 0.23
H -1.28 4.26 0.49
H -2.18 3.03 -0.11
H -0.59 3.15 -0.52
F 1.79 -3.42 -3.42
C 1.21 -2.59 -2.55
C -0.17 -2.40 -2.62
C -0.77 -1.56 -1.72
C -0.02 -0.88 -0.73
C -0.63 -0.04 0.20
C 1.39 -1.10 -0.70
C 1.99 -1.95 -1.60
H -0.74 -2.93 -3.38
H -1.84 -1.40 -1.77
H 0.00 0.41 0.99
H -1.71 0.08 0.19
H 1.99 -0.59 0.04
H 3.06 -2.13 -1.59
*
```

molar mass = 831.63 g/mol
lowest unoccupied orbital energy (alpha / beta) = -4.542 / -5.887 eV
orbital gap (alpha / beta) = 5.52 / 5.76 eV
energy relative to the best compared isomer or geometry (same formula, charge and spin) = 53.91 kJ/mol

Atom charges from the Löwdin analysis, given in e for atoms 1 to 8: 0.018 0.314 0.148 0.132 0.309 -0.037 0.047 0.057

=====

Which value of molar mass does entry 5 give? 227.62 g/mol

=====

Number 1 is which compound? C7H9BrN2O3

=====

The highest molar mass belongs to which entry? C7H9FNPtTe4